{"formula": "C14H19F6N6O5S3V", "method": "wB97M-V/def2-TZVPD", "largest_force_ev_per_a": 0.57, "de_lowest_kj_mol": 50.1, "orbital_gap_ev": [8.000, 8.342], "multiplicity": 3, "e_tot_ha": -3987.5030, "symbols": ["V", "S", "S", "S", "F", "F", "F", "F", "F", "F", "O", "O", "O", "O", "O", "N", "N", "N", "N", "N", "N", "C", "C", "C", "C", "C", "C", "C", "C", "C", "C", "C", "C", "C", "C", "H", "H", "H", "H", "H", "H", "H", "H", "H", "H", "H", "H", "H", "H", "H", "H", "H", "H", "H"], "coordinates": [[0.22976, 1.10347, 0.03026], [0.80946, 3.46475, 0.04697], [0.28071, -2.85115, -1.58907], [-1.73137, -1.83612, 0.02248], [-0.02916, -5.43041, -1.27958], [-0.07478, -2.01701, 2.08141], [-0.70422, -4.68798, -3.19772], [1.41558, -4.83893, -2.78179], [-0.90248, -3.90638, 1.42241], [-2.12674, -2.51292, 2.53141], [-3.15477, -1.81256, 0.09733], [-1.10724, -0.50442, 0.03691], [1.92035, 0.30548, 0.14205], [1.21158, -2.87158, -0.50287], [0.55636, -2.01763, -2.72884], [0.42850, 1.53225, 2.04799], [0.47684, 0.93759, -2.13686], [-0.13960, 2.72954, 2.49730], [-1.86779, 2.04947, -0.05506], [-0.45520, 4.90774, 1.90034], [-1.22589, -2.71551, -1.12755], [-0.44154, 1.67359, -3.02915], [-3.05379, 1.61010, -0.82262], [0.03620, 3.66348, 1.61347], [2.70544, -0.88276, 3.52329], [2.48133, -0.33191, 1.16864], [-2.92506, 1.84764, -2.31720], [-1.84018, 1.04114, -3.03237], [3.53496, -1.21197, 0.89748], [1.14019, 0.88384, 2.89264], [0.22156, -4.56598, -2.25536], [-1.16398, -2.62175, 1.62200], [2.06792, -0.15712, 2.50541], [3.71192, -1.77538, 3.23877], [4.12758, -1.92801, 1.91334], [-3.93800, 2.14346, -0.46104], [-2.14738, 0.88179, -4.06660], [-3.21569, 0.55511, -0.61892], [-0.64394, 5.08910, 2.87390], [1.11510, 1.20031, 3.93408], [-3.89613, 1.60903, -2.75608], [-0.48403, 2.70727, -2.67906], [1.43090, 1.27333, -2.25179], [4.18461, -2.34069, 4.02985], [3.83869, -1.33811, -0.13221], [-2.77422, 2.91723, -2.50666], [-2.08693, 1.96381, 0.93599], [2.39089, -0.72547, 4.54849], [-0.09718, 5.67682, 1.36142], [0.50940, -0.04423, -2.42074], [-0.03564, 1.69632, -4.04282], [4.92577, -2.62060, 1.67801], [-1.71031, 3.04257, -0.20621], [-1.77833, 0.04035, -2.59545]], "mulliken_charge": [0.558, -0.395, 1.190, 1.195, -0.204, -0.060, -0.202, -0.205, -0.229, -0.248, -0.739, -0.304, -0.710, -0.576, -0.909, 1.069, 0.037, -1.252, -0.397, -0.459, -0.573, -0.828, -0.543, 0.498, -0.729, 0.879, -0.996, -0.165, -0.457, -0.546, 0.448, 0.473, 0.410, -0.756, -0.475, 0.400, 0.400, 0.178, 0.266, 0.363, 0.407, 0.420, 0.392, 0.413, 0.446, 0.363, 0.305, 0.393, 0.234, 0.018, 0.378, 0.398, 0.309, 0.116]}


{"formula": "C54H62F3N4", "method": "wB97M-V/def2-TZVPD", "charge": 1, "largest_force_ev_per_a": 2.95, "de_lowest_kj_mol": 99.7, "orbital_gap_ev": 3.959, "multiplicity": 1, "e_tot_ha": -2613.2448, "symbols": ["F", "F", "F", "N", "N", "N", "N", "C", "C", "C", "C", "C", "C", "C", "C", "C", "C", "C", "C", "C", "C", "C", "C", "C", "C", "C", "C", "C", "C", "C", "C", "C", "C", "C", "C", "C", "C", "C", "C", "C", "C", "C", "C", "C", "C", "C", "C", "C", "C", "C", "C", "C", "C", "C", "C", "C", "C", "C", "C", "C", "C", "H", "H", "H", "H", "H", "H", "H", "H", "H", "H", "H", "H", "H", "H", "H", "H", "H", "H", "H", "H", "H", "H", "H", "H", "H", "H", "H", "H", "H", "H", "H", "H", "H", "H", "H", "H", "H", "H", "H", "H", "H", "H", "H", "H", "H", "H", "H", "H", "H", "H", "H", "H", "H", "H", "H", "H", "H", "H", "H", "H", "H", "H"], "coordinates": [[-3.20949, 1.79899, -4.71723], [-1.71818, 1.50139, -6.30447], [-1.76557, 3.39179, -5.18877], [2.18319, -0.93439, 0.94830], [3.25759, -0.95461, 0.12910], [2.83146, -0.39979, -1.02806], [-5.98156, -1.73629, 2.00329], [2.84401, -2.98781, 3.99007], [-4.48768, 5.27894, -1.85304], [-0.24945, -0.18017, 0.80317], [-5.13682, 3.20661, -0.65309], [3.49970, -3.15932, -3.03438], [2.42894, 1.19319, 2.98502], [2.91863, -2.00932, 4.97986], [4.15022, -4.00752, 1.25669], [-4.27211, -0.35666, 1.49382], [-5.95009, -0.78386, 3.02642], [-0.95378, 1.48094, -4.04494], [4.53316, -2.33135, -2.28313], [2.37653, -1.29257, 2.33667], [-2.81920, 3.86448, -0.53807], [-4.90847, 0.10982, 2.72282], [-4.11870, 4.09418, -1.02256], [1.90057, -4.96540, 1.92885], [5.19283, -0.44099, -3.86667], [3.97925, 1.45679, -2.18975], [2.73962, -0.67093, 4.64372], [-5.60269, 1.50323, 4.55253], [1.03763, -0.41214, 0.29798], [-3.50243, 1.69479, 0.39424], [4.51550, -0.86801, -2.72000], [-4.94240, -2.27717, -0.22299], [-0.91819, 2.09343, -2.80158], [0.74096, 0.46518, -2.07419], [2.60473, -2.63752, 2.66359], [-5.30941, -1.31760, -1.35938], [-5.01047, -1.51069, 1.09068], [4.71046, 2.76132, -0.15308], [3.79264, 1.84948, 3.20042], [-0.05255, 1.61031, -1.83618], [1.32457, 1.89268, 3.77628], [4.69077, 1.86653, -3.32045], [2.68774, -3.70376, 1.57485], [-3.22777, 0.35492, 0.84593], [2.48624, -0.29684, 3.32242], [-3.52799, -2.82187, -0.41577], [-1.90194, 2.03277, -5.06631], [-2.54879, 2.74696, 0.24867], [0.72201, -0.09063, -3.37702], [2.95984, 3.73804, -1.70189], [3.77515, 0.07674, -2.00691], [-4.84795, 2.04748, 0.03920], [3.55971, 2.46359, -1.11509], [1.48023, -0.10739, -0.96894], [5.93181, -2.94238, -2.36045], [-5.94787, -3.43402, -0.20298], [5.25347, 0.91898, -4.17879], [-4.74017, 1.27313, 3.47213], [-0.13508, 0.40025, -4.34981], [-6.82058, -0.56797, 4.09074], [-6.62345, 0.58637, 4.86880], [-4.67124, -0.42625, -1.36484], [3.64354, -3.06721, -4.12049], [5.92593, -3.95005, -1.92790], [5.66163, -1.18290, -4.52073], [-3.48548, -3.39938, -1.34866], [5.75493, 1.25006, -5.09124], [-6.35673, -0.99711, -1.26307], [-7.25816, 0.79561, 5.73028], [1.89145, -5.64728, 1.07139], [2.17635, 1.26979, 1.92249], [-5.18323, 5.00433, -2.65625], [2.34157, -5.49222, 2.78387], [2.57117, 4.36809, -0.89229], [4.64430, -4.46701, 2.12628], [-5.85089, -3.99665, -1.13968], [0.36103, 1.40829, 3.57188], [-2.32487, -0.18128, 0.62774], [-0.17514, -0.04826, -5.33849], [-5.19179, -1.82383, -2.32654], [1.52165, 1.84525, 4.85649], [4.55564, 1.34550, 2.59180], [4.23995, -4.69602, 0.40555], [-6.65350, -2.49885, 1.96673], [2.80476, 0.10212, 5.41463], [4.68228, -3.07786, 1.01105], [3.76775, 2.90887, 2.91446], [2.76865, 1.97237, -0.53377], [3.12397, -2.29459, 6.01174], [4.25294, -2.32584, -1.22394], [2.98087, -4.04063, 4.24866], [-1.57423, 2.93313, -2.58968], [-6.17359, 3.42774, -0.92248], [3.58909, -4.21567, -2.75437], [5.08060, 1.83299, 0.30245], [-5.66577, 1.37366, 0.29852], [-2.78406, -2.01869, -0.46946], [6.64604, -2.32980, -1.79765], [-5.47279, 2.40840, 5.14898], [1.25396, 2.94549, 3.47726], [-3.26838, -3.49018, 0.41586], [5.54790, 3.24085, -0.67943], [-0.55624, -0.66777, 1.72031], [1.34827, -0.95089, -3.60758], [-5.00728, 6.02095, -1.23451], [4.09706, 1.77495, 4.25370], [2.22503, -3.27038, 0.68140], [4.80323, 2.93470, -3.52506], [0.01415, 2.09806, -0.86226], [3.71100, 4.31482, -2.25810], [-7.62088, -1.27431, 4.30170], [-6.98155, -3.06673, -0.14511], [6.27114, -3.01006, -3.40106], [-5.74901, -4.13057, 0.62200], [0.86476, -4.70232, 2.17300], [-3.61971, 5.76647, -2.29961], [4.38062, 3.42806, 0.65376], [-0.79518, 0.55695, 0.22614], [-1.60202, 2.64553, 0.78492], [2.48301, -2.82399, -2.79226], [-3.94336, 1.97046, 3.19911], [-2.02506, 4.57752, -0.78825], [2.12562, 3.48918, -2.36967]], "mulliken_charge": [-0.241, -0.283, -0.268, 1.559, -0.777, 2.238, 0.048, -0.548, -1.690, 0.163, -1.046, -1.348, 2.351, -1.465, -1.417, 0.537, -0.435, 0.170, 2.249, -1.765, -1.091, 0.545, 1.232, -1.642, -0.533, -0.675, -0.529, -0.823, 0.489, 0.344, 0.534, 2.291, -1.308, 0.046, 0.662, -1.417, -0.509, -1.462, -1.423, -0.305, -1.592, -0.491, 1.008, 0.726, 1.037, -1.610, 0.838, 0.527, 0.418, -1.706, -0.369, -0.442, 2.545, -0.700, -1.625, -2.170, -1.447, -0.238, -1.416, -0.784, -0.536, 0.185, 0.299, 0.419, 0.373, 0.476, 0.380, 0.334, 0.388, 0.458, -1.221, 0.407, 0.276, 0.409, 0.439, 0.423, 0.318, -0.507, 0.530, 0.480, 0.270, 0.251, 0.376, 0.289, 0.354, 0.293, 0.351, -1.317, 0.367, -0.979, 0.308, 0.464, 0.445, 0.463, 0.280, 0.427, 0.187, 0.404, 0.402, 0.466, 0.380, 0.344, 0.621, 0.372, 0.370, 0.406, 0.144, 0.356, 0.891, 0.401, 0.409, 0.437, 0.388, 0.434, 0.390, 0.367, 0.419, -1.357, 0.434, 0.237, 0.491, 0.332, 0.340]}


{"formula": "C5H6O4", "method": "wB97M-V/def2-TZVPD", "charge": -2, "largest_force_ev_per_a": 3.12, "orbital_gap_ev": 7.116, "multiplicity": 1, "e_tot_ha": -495.0636, "smiles": "CC(C)(C(=O)[O-])C(=O)[O-]", "symbols": ["O", "O", "O", "O", "C", "C", "C", "C", "C", "H", "H", "H", "H", "H", "H"], "coordinates": [[-1.88546, -2.03724, 1.08270], [-2.37056, 1.68274, 1.21062], [-1.66492, 2.16506, -0.89246], [-2.39302, -1.69222, -1.13543], [-0.99127, 0.06776, 0.01710], [-0.20591, 0.10547, -1.29065], [-1.97854, -1.34655, -0.01012], [-1.74052, 1.44252, 0.15197], [0.05678, -0.07698, 1.18622], [-0.55944, -0.63737, 1.93979], [-0.88742, 0.29006, -2.09690], [0.88895, -0.81923, 0.68069], [0.47334, -0.73816, -1.42628], [0.49233, 1.03400, -1.28088], [0.45304, 0.91784, 1.57394]], "mulliken_charge": [-0.741, -0.768, -0.748, -0.703, 1.601, -1.752, 0.346, 0.161, -1.331, 0.318, 0.312, 0.181, 0.494, 0.305, 0.324]}


{"formula": "C5H7NO", "method": "wB97M-V/def2-TZVPD", "largest_force_ev_per_a": 2.87, "de_lowest_kj_mol": 197.1, "orbital_gap_ev": 8.547, "multiplicity": 1, "e_tot_ha": -324.6494, "smiles": "Cc1coc(N)c1", "symbols": ["O", "N", "C", "C", "C", "C", "C", "H", "H", "H", "H", "H", "H", "H"], "coordinates": [[1.07030, -1.58946, -0.22011], [2.64550, 0.23922, -0.22036], [-2.15663, 0.57165, 0.23484], [1.38179, -0.31259, -0.23199], [0.27819, 0.49388, -0.25650], [-0.56765, -1.55926, -0.22224], [-0.90890, -0.24130, -0.08918], [-2.13994, 1.50749, -0.34262], [-3.11484, 0.08246, 0.05787], [2.61722, 1.21393, 0.05746], [-2.12772, 0.88331, 1.29008], [-0.71353, -2.46161, 0.31818], [3.46022, -0.25972, 0.09228], [0.31186, 1.54413, -0.45334]], "mulliken_charge": [-0.389, -0.479, -1.128, 0.299, -0.290, -0.758, 0.805, 0.299, 0.343, 0.215, 0.266, 0.269, 0.249, 0.299]}